66
Properties=species:S:1:pos:R:3 method="wB97M-V/def2-TZVPD" multiplicity=1 charge=-1 de_lowest_kcal_mol=0.00 largest_force_ha_per_bohr=0.0345 e_tot_ev=-91689.518
Lu 0.2870 -0.5764 -0.0384
C -1.8998 3.2195 1.9569
C -3.2172 3.0633 1.5544
C -3.6011 1.8896 0.9333
C -2.6662 0.8770 0.7107
N -1.3815 1.0683 1.0586
C -1.0170 2.1954 1.6740
C -3.0178 -0.4709 0.1688
C -4.3581 -0.8277 -0.0116
C -4.6978 -2.1234 -0.3676
C -3.6879 -3.0690 -0.5174
C -2.3633 -2.6860 -0.3588
C -1.9737 -1.3803 -0.0449
H -1.5534 4.1077 2.4711
H -3.9475 3.8436 1.7375
H -4.6288 1.7585 0.6257
H 0.0227 2.2587 1.9609
H -5.1574 -0.1104 0.1377
H -5.7382 -2.3959 -0.5052
H -3.9376 -4.1001 -0.7518
H -1.5959 -3.4472 -0.4765
O 0.5035 -2.5116 1.3185
C 1.6397 -1.9740 1.3820
O 2.2430 -1.5874 0.3299
C 2.1286 -1.4590 2.6952
C 2.5171 -2.2074 3.7579
C 2.9088 -1.5603 4.9390
C 2.8947 -0.1906 5.0284
C 2.4392 0.5730 3.9675
C 1.9669 -0.0237 2.7549
O 1.4421 0.5883 1.7701
N 2.4697 2.0244 4.1550
O 3.2802 2.4796 4.9515
O 1.7819 2.7286 3.4361
N 3.3233 -2.3465 6.0932
O 3.3019 -3.5650 5.9959
O 3.5872 -1.7615 7.1327
H 2.5593 -3.2873 3.7030
H 3.2276 0.2971 5.9303
C 1.5398 3.4164 0.0448
C 1.0096 2.8359 -1.2400
C 0.8179 3.6508 -2.3435
C 0.3908 3.0709 -3.5379
C 0.1815 1.7157 -3.6148
C 0.3952 0.9228 -2.4612
N 0.7808 1.5135 -1.2917
N 0.2485 -0.4168 -2.3784
Si 0.2920 -1.5383 -3.6726
C -1.0352 -1.3053 -4.9734
C 1.9446 -1.4408 -4.5393
C 0.1002 -3.2443 -2.9363
H 2.4619 3.9677 -0.1547
H 1.7494 2.6358 0.7706
H 0.8262 4.1200 0.4814
H 1.0116 4.7141 -2.2676
H 0.2308 3.6918 -4.4136
H -0.1498 1.2390 -4.5322
H -0.7186 -0.6172 -5.7656
H -1.9582 -0.9150 -4.5291
H -1.2673 -2.2695 -5.4393
H 2.1287 -0.4345 -4.9333
H 2.0043 -2.1513 -5.3721
H 2.7431 -1.6736 -3.8259
H -0.9530 -3.4662 -2.7350
H 0.6478 -3.3142 -1.9906
H 0.4930 -4.0184 -3.6076